52
Properties=species:S:1:pos:R:3:forces:R:3:lowdin_charge:R:1 method="wB97M-V/def2-TZVPD" charge=-1
Na 0.07502 -0.24767 0.63777 -0.100 -0.035 -0.130 0.1326
C -0.58372 2.70997 -0.17406 0.064 0.002 -0.024 -0.1009
N 0.58327 1.89070 -0.47839 -0.001 0.164 -0.005 -0.2905
C 1.79486 2.47362 0.07777 -0.030 -0.026 -0.015 -0.1012
C 0.73752 1.66573 -1.90825 -0.024 -0.058 0.059 -0.2046
C -0.34991 0.78428 -2.50353 0.010 -0.037 0.047 -0.2085
N -0.39815 -0.55101 -1.92819 0.094 -0.001 0.004 -0.2750
C -1.62939 -1.22219 -2.30549 0.020 0.017 0.045 -0.1015
C 0.77111 -1.34521 -2.28795 -0.065 0.022 -0.020 -0.1017
H -0.56445 3.66681 -0.72502 0.007 0.006 0.006 0.0873
H -0.60688 2.92313 0.89433 -0.003 -0.024 -0.015 0.0861
H -1.50547 2.17687 -0.40307 0.028 0.002 0.000 0.0659
H 2.02642 3.45601 -0.36862 0.001 0.009 -0.003 0.0845
H 2.63454 1.79779 -0.08646 -0.021 -0.003 0.011 0.0804
H 1.67912 2.60362 1.15405 -0.004 -0.003 -0.012 0.0863
H 1.71227 1.20206 -2.07118 0.003 0.010 0.015 0.1118
H 0.74259 2.62442 -2.45760 0.007 0.022 -0.016 0.1213
H -0.18980 0.73581 -3.59638 -0.001 0.001 -0.027 0.1208
H -1.32411 1.25210 -2.34988 -0.007 -0.012 0.000 0.1090
H -1.71674 -1.35138 -3.39859 0.000 -0.005 -0.009 0.0838
H -2.48416 -0.64760 -1.94684 0.015 -0.010 0.009 0.0797
H -1.66900 -2.20528 -1.83703 0.001 0.006 0.000 0.0857
H 0.92714 -1.36634 -3.38144 -0.010 -0.014 -0.004 0.0862
H 0.63367 -2.36714 -1.93571 0.008 0.025 0.018 0.0868
H 1.66758 -0.96973 -1.79568 -0.030 0.004 -0.014 0.0577
C 2.10385 -1.28197 1.00912 0.466 -0.257 0.088 -0.0673
C 2.94582 -2.06218 1.45400 0.062 0.020 -0.039 -0.2253
C 3.92571 -2.96487 1.98370 -0.065 0.056 0.016 -0.2901
C 4.22160 -2.99026 3.35482 0.042 -0.029 0.026 -0.0550
C 5.16770 -3.86287 3.87144 -0.011 0.011 -0.062 -0.1120
C 5.85091 -4.73971 3.03625 -0.047 0.033 -0.006 -0.1288
C 5.56918 -4.72917 1.67581 -0.030 0.045 0.017 -0.1144
C 4.62255 -3.85694 1.15786 0.068 -0.058 -0.012 -0.0594
H 3.69068 -2.30835 4.00626 0.000 -0.005 0.003 0.1065
H 5.37636 -3.86012 4.93501 -0.016 0.012 0.003 0.0907
H 6.58908 -5.42212 3.43995 -0.006 0.010 -0.003 0.0858
H 6.09374 -5.40720 1.01273 -0.010 0.001 -0.018 0.0898
H 4.40766 -3.85270 0.09703 -0.008 0.003 -0.002 0.1037
N -9.72900 0.14261 4.07264 -0.013 0.004 0.003 0.1221
C -8.64178 0.10862 3.69542 0.154 -0.012 -0.060 -0.2074
C -7.28407 0.06591 3.22426 -0.053 -0.003 0.015 -0.2604
C -6.22365 0.27974 4.10633 -0.012 0.011 0.038 -0.0459
C -4.92094 0.24129 3.65285 -0.009 0.017 0.020 -0.0354
C -4.62244 -0.00881 2.30195 0.057 -0.032 -0.013 -0.2762
C -5.70454 -0.22816 1.43123 -0.013 0.011 0.000 -0.0385
C -7.00888 -0.19112 1.88008 -0.027 0.003 -0.016 -0.0470
C -3.27836 -0.04058 1.83431 -0.023 0.041 -0.029 -0.2200
C -2.11314 -0.06006 1.43229 -0.484 0.067 0.133 -0.0391
H -6.43814 0.47660 5.14892 0.036 0.000 0.011 0.1108
H -4.09966 0.40591 4.33677 -0.005 0.003 0.010 0.1121
H -5.49011 -0.42778 0.39018 -0.021 -0.002 -0.009 0.1085
H -7.83080 -0.35908 1.19652 0.007 -0.010 -0.032 0.1101

53
Properties=species:S:1:pos:R:3:forces:R:3:lowdin_charge:R:1 method="wB97M-V/def2-TZVPD" charge=0 e_above_lowest_kcal_mol=74.43
C -0.79613 -4.77584 0.91767 0.356 -0.175 0.067 -0.1184
C -2.28536 -4.57437 0.80414 -0.322 -0.115 0.010 -0.1191
C -2.43974 -3.07500 0.51850 0.766 -0.059 -0.040 -0.4990
O -3.51741 -2.53446 0.28844 0.462 0.038 -0.006 -0.0017
N -1.20381 -2.45144 0.54856 -0.653 -2.298 0.297 0.0740
C -0.20656 -3.35433 0.84434 -0.773 -0.200 -0.004 -0.5029
O 0.97762 -3.11142 1.04471 -0.337 0.253 -0.143 0.0069
H -0.51124 -5.25453 1.85981 0.189 0.045 -0.228 0.1106
H -0.41634 -5.37364 0.08090 0.181 0.107 0.248 0.1134
H -2.71969 -5.16279 -0.00965 -0.176 0.167 0.171 0.1116
H -2.79659 -4.83346 1.73843 -0.126 0.113 -0.249 0.1139
C -0.82034 2.09409 -5.97734 0.044 -0.034 -0.072 -0.0327
N -1.46088 1.25297 -4.99651 0.412 0.311 0.170 -0.1299
C -2.69526 0.55920 -5.31685 -0.267 -0.295 0.045 -0.1287
C -3.03898 -0.21296 -4.01900 -0.799 -0.329 -0.393 -0.0867
C -1.91351 0.08922 -3.09049 0.719 0.209 0.571 -0.1460
C -1.00816 0.96271 -3.74975 -0.277 -0.149 0.113 -0.1649
C 0.17570 1.38407 -3.11489 0.067 -0.012 -0.145 0.0017
C 0.43787 0.91886 -1.84074 -0.613 -0.069 0.378 -0.0082
C -0.53342 0.16291 -1.08985 0.613 -0.039 -0.824 -0.1733
C -0.43070 -0.11822 0.28919 -0.474 2.329 0.058 0.0726
C 0.40180 0.55598 1.21597 0.703 0.767 0.464 -0.1701
C 0.56927 -0.02369 2.51614 0.185 0.277 0.001 0.0600
C 1.41220 0.55137 3.43377 -0.166 0.321 -0.875 -0.1499
C 2.17375 1.70058 3.09544 -0.018 -0.468 -0.126 -0.1686
N 3.03189 2.00812 4.10205 0.104 0.351 -0.273 -0.1320
C 4.05082 3.02915 4.08721 -0.034 0.057 0.059 -0.0334
C 2.90305 1.11018 5.23686 -0.119 -0.268 0.166 -0.1285
C 1.77486 0.13506 4.81696 0.062 -0.434 0.827 -0.0891
C 1.99162 2.33872 1.85431 -0.031 0.141 0.316 -0.0007
C 1.05920 1.81774 0.97772 0.056 -0.909 -0.047 -0.0142
C -1.68674 -0.30879 -1.79733 -0.063 0.211 -0.199 0.0724
H -0.02508 2.68050 -5.50783 -0.201 -0.079 -0.152 0.0800
H -0.38538 1.50033 -6.79695 -0.048 0.097 0.197 0.0961
H -1.55854 2.77722 -6.42166 0.189 -0.085 0.162 0.0937
H -3.48526 1.27178 -5.59673 0.220 -0.080 0.044 0.1220
H -2.55228 -0.12488 -6.16816 0.042 0.194 0.148 0.1236
H -4.00097 0.12699 -3.61545 0.197 -0.159 -0.028 0.1246
H -3.12347 -1.28747 -4.22200 -0.044 0.218 0.121 0.1246
H 0.85530 2.05832 -3.63576 0.043 -0.361 0.201 0.1019
H 1.39368 1.15271 -1.37559 -0.254 -0.092 -0.201 0.1099
H -1.15831 -0.82483 0.70900 0.471 0.512 -0.376 0.0744
H 0.05305 -0.95171 2.75270 0.078 0.106 -0.145 0.1302
H 4.12124 3.47281 3.08981 0.048 -0.089 0.242 0.0791
H 3.83119 3.82542 4.81450 0.009 -0.121 -0.172 0.0936
H 5.02651 2.59786 4.35731 -0.203 0.060 -0.146 0.0939
H 3.84918 0.58053 5.42884 -0.131 0.184 -0.099 0.1224
H 2.64474 1.66491 6.15210 0.082 -0.068 -0.229 0.1223
H 0.92650 0.22658 5.50750 0.127 -0.107 -0.197 0.1221
H 2.12184 -0.90408 4.84862 -0.130 0.170 0.025 0.1245
H 2.56787 3.23258 1.61846 -0.388 -0.090 -0.020 0.1016
H 0.81467 2.38003 0.07918 0.105 -0.160 0.254 0.1046
H -2.39530 -0.96159 -1.28657 0.117 0.106 0.033 0.1160

55
Properties=species:S:1:pos:R:3:forces:R:3:lowdin_charge:R:1 method="wB97M-V/def2-TZVPD" charge=0 e_above_lowest_kcal_mol=39.34
C -1.49022 3.71705 5.27925 0.160 -0.251 -0.360 -0.0637
C -0.50236 2.77241 4.62189 0.254 0.056 0.578 -0.2253
H 0.51784 3.17053 4.65853 -0.163 -0.103 0.010 0.1274
H -0.50143 1.79268 5.11365 0.050 0.143 -0.085 0.1298
O -0.88119 2.60088 3.25677 -0.136 -0.003 -0.381 -0.0005
C -0.02770 1.89811 2.48996 0.185 -0.060 0.225 -0.4202
O 1.01265 1.42151 2.91838 -0.169 0.078 0.007 0.0812
C -0.47882 1.75978 1.13126 0.319 -0.298 -0.526 -0.1078
C 0.17004 1.07518 0.10262 -0.370 0.535 0.462 -0.0938
N 1.38599 0.46304 0.33594 0.222 0.235 0.465 0.1727
C 2.21405 -0.24269 -0.47901 0.232 0.180 0.207 -0.4196
O 2.08458 -0.35661 -1.68121 -0.014 -0.035 -0.201 0.0717
C 3.34668 -0.93582 0.28165 0.075 -0.151 -0.140 -0.0901
N 3.11499 -2.35709 0.48564 0.036 0.205 0.173 -0.1470
C 3.01422 -3.12801 -0.75013 0.344 -0.339 -0.253 -0.1639
C 1.64250 -3.79138 -0.99097 0.093 0.111 0.061 -0.1059
C 0.51909 -2.96659 -0.44578 -0.051 -0.019 0.045 -0.1868
C -0.66509 -2.72929 -1.12380 0.012 -0.039 0.043 -0.0301
C -1.68060 -2.01082 -0.51701 -0.130 -0.052 -0.004 -0.0809
C -1.51722 -1.52881 0.77075 -0.129 -0.024 0.086 -0.0856
C -0.32620 -1.73783 1.44428 -0.025 -0.252 0.001 -0.0432
C 0.69456 -2.44987 0.83660 -0.137 -0.088 0.034 -0.1759
C 2.05551 -2.65885 1.43901 0.031 -0.147 0.040 -0.1174
H 2.19529 -2.04283 2.32991 -0.020 -0.063 0.038 0.1265
H 2.18154 -3.70952 1.72890 -0.039 0.071 0.120 0.1323
H -0.18422 -1.34138 2.44016 0.037 0.091 0.120 0.1139
H -2.31580 -0.97673 1.24492 -0.072 0.090 0.033 0.1069
H -2.60149 -1.82347 -1.04934 -0.083 0.035 -0.060 0.1072
H -0.79601 -3.11451 -2.12515 -0.009 -0.036 -0.123 0.1100
H 1.62410 -4.75983 -0.47945 0.013 -0.017 -0.081 0.1208
H 1.50973 -3.97505 -2.05754 0.004 -0.074 0.016 0.1170
H 3.23353 -2.47085 -1.59206 0.010 -0.072 0.069 0.1086
H 3.78379 -3.91050 -0.71926 -0.094 0.015 -0.147 0.1155
H 4.26553 -0.83745 -0.30363 -0.136 0.145 0.038 0.1322
H 3.50266 -0.47387 1.25907 0.036 0.035 -0.028 0.1239
H 1.64453 0.54293 1.31982 0.069 -0.108 -0.258 0.1141
C -0.68393 1.13627 -1.03437 -0.327 0.326 0.103 -0.0807
C -0.60826 0.61571 -2.33079 -0.204 -0.072 -0.592 0.0431
C -1.66607 0.83141 -3.18809 0.257 -0.044 0.262 -0.2704
C -2.79583 1.56851 -2.77476 -0.005 0.029 0.093 0.0017
C -2.88775 2.09247 -1.51057 -0.128 -0.027 -0.231 -0.0070
C -1.82919 1.87098 -0.63258 0.501 -0.317 -0.177 -0.1978
N -1.68167 2.24308 0.66585 -0.168 0.115 0.266 0.1439
H -2.33391 2.76384 1.22580 0.048 -0.045 -0.050 0.1617
H -3.75587 2.65433 -1.20116 -0.110 0.054 -0.004 0.1102
H -3.59048 1.70590 -3.49096 -0.112 0.037 -0.067 0.1169
O -1.72649 0.36814 -4.47057 -0.241 0.146 0.034 -0.0910
C -0.63591 -0.38180 -4.94992 0.116 -0.071 -0.068 -0.0820
H 0.28737 0.20526 -4.94696 -0.009 -0.021 0.021 0.0995
H -0.48361 -1.28897 -4.35722 0.018 0.013 0.008 0.0885
H -0.89140 -0.65334 -5.97317 0.064 -0.009 0.066 0.0924
H 0.27013 0.06557 -2.61727 0.016 -0.043 -0.047 0.0845
H -1.22023 3.85753 6.32167 0.010 0.024 0.106 0.0781
H -2.49512 3.30669 5.22507 -0.117 -0.003 0.051 0.0765
H -1.47949 4.68067 4.77674 -0.016 0.116 0.004 0.0778

Summary of highest occupied orbital energy in eV
-4.798; -7.288; -7.559
(order as listed above)